(1)
The following is a quantum chemistry calculation of 14 unconnected molecules or ions with the total composition C38H112N8O17, from the Open Molecules 2025 dataset.

Output
Energy above the lowest of the compared OMol25 structures with the same formula, charge and spin ... 0.0 kcal/mol
Gap between HOMO and LUMO ... 9.36 eV
LUMO level ... 0.3 eV

Last column: Mulliken charge in e.
CARTESIAN COORDINATES (ANGSTROEM)
C -31.235 -0.045 -16.153  -1.23
C -32.416 -0.924 -15.607  0.67
C -32.774 -0.602 -14.161  -0.85
O -31.536 -0.662 -13.399  -0.13
C -31.721 -0.560 -11.937  -0.58
N -33.510 -0.766 -16.564  -0.77
H -31.348 1.028 -15.998  0.28
H -31.137 -0.191 -17.229  0.49
H -30.260 -0.322 -15.752  -0.02
H -31.968 -1.917 -15.644  0.20
H -33.533 -1.346 -13.917  0.32
H -33.345 0.320 -14.048  0.30
H -32.463 0.171 -11.615  0.29
H -30.845 -0.273 -11.356  -0.09
H -32.039 -1.529 -11.552  0.46
H -33.856 0.182 -16.615  0.28
H -33.028 -0.871 -17.445  0.32
C -31.738 -0.276 -8.061  -0.58
C -31.311 -1.375 -7.094  -0.25
C -30.426 -2.423 -7.862  -0.99
O -31.112 -2.730 -9.107  -0.25
C -30.455 -3.623 -10.002  -0.79
N -30.630 -0.856 -5.920  -0.50
H -31.862 0.676 -7.544  0.31
H -32.682 -0.489 -8.562  0.61
H -31.026 -0.132 -8.873  -0.45
H -32.193 -1.891 -6.716  0.47
H -30.109 -3.253 -7.231  0.60
H -29.472 -1.925 -8.037  0.28
H -29.756 -3.115 -10.667  0.18
H -31.263 -4.076 -10.576  0.28
H -29.916 -4.410 -9.475  0.42
H -31.287 -1.128 -5.203  0.31
H -29.888 -1.520 -5.748  0.25
C -31.106 2.876 -10.867  -0.05
C -32.255 3.776 -10.631  0.58
C -33.585 2.972 -10.689  -1.38
O -33.537 1.870 -9.681  -0.02
C -34.551 2.039 -8.687  -0.95
N -32.079 4.408 -9.341  -0.61
H -31.312 2.307 -11.773  0.35
H -30.943 2.108 -10.111  -0.47
H -30.179 3.442 -10.958  0.03
H -32.340 4.573 -11.370  0.33
H -33.666 2.465 -11.650  0.31
H -34.426 3.648 -10.539  0.54
H -35.485 1.788 -9.191  0.35
H -34.696 3.016 -8.226  0.36
H -34.413 1.325 -7.875  0.23
H -31.080 4.555 -9.340  0.05
H -32.141 3.722 -8.603  0.42
C -19.818 3.426 -9.011  -1.24
C -19.906 3.919 -10.443  0.53
C -21.175 4.770 -10.725  -0.95
O -22.276 4.009 -10.246  0.00
C -22.817 3.183 -11.336  -0.92
N -18.568 4.495 -10.855  -0.76
H -19.883 4.222 -8.269  0.31
H -18.931 2.824 -8.813  0.46
H -20.745 2.859 -8.931  0.17
H -19.915 3.098 -11.160  0.17
H -21.222 4.968 -11.796  0.31
H -21.020 5.689 -10.161  0.42
H -23.110 3.750 -12.220  0.46
H -23.683 2.618 -10.991  -0.02
H -22.045 2.529 -11.740  0.43
H -17.988 3.673 -10.765  0.29
H -18.358 5.154 -10.119  0.30
C -24.791 3.066 -3.587  -1.46
C -25.371 4.209 -4.495  0.06
C -25.339 3.855 -5.959  -0.11
O -23.959 3.748 -6.316  -0.47
C -23.898 3.742 -7.742  -0.38
N -26.700 4.529 -3.986  -0.61
H -25.370 2.171 -3.814  0.28
H -24.981 3.239 -2.528  0.42
H -23.719 2.984 -3.767  0.36
H -24.770 5.106 -4.344  0.44
H -25.798 4.664 -6.527  0.21
H -25.926 2.949 -6.110  0.10
H -24.352 4.563 -8.296  0.34
H -24.386 2.804 -8.006  0.33
H -22.865 3.692 -8.087  -0.02
H -26.999 5.426 -4.341  0.22
H -26.627 4.814 -3.020  0.26
C -29.634 6.788 -12.321  -1.06
C -30.032 7.407 -10.939  0.33
C -29.030 6.825 -9.890  -0.68
O -29.371 5.490 -9.540  -0.26
C -28.612 4.828 -8.459  0.07
N -29.910 8.864 -11.032  -0.73
H -30.440 6.829 -13.055  0.44
H -29.382 5.734 -12.203  -0.25
H -28.668 7.145 -12.676  0.40
H -31.026 7.000 -10.756  0.43
H -29.037 7.504 -9.038  0.37
H -27.991 6.717 -10.203  0.12
H -28.612 5.388 -7.524  0.42
H -27.574 4.859 -8.792  -0.14
H -29.017 3.838 -8.249  -0.20
H -30.724 9.123 -11.570  0.31
H -30.164 9.140 -10.094  0.30
C -21.085 0.808 -16.366  -1.41
C -22.390 0.156 -16.848  0.24
C -23.239 -0.296 -15.628  -0.33
O -23.241 0.620 -14.559  -0.31
C -24.054 0.330 -13.480  -0.29
N -23.089 1.125 -17.673  -0.74
H -21.186 1.836 -16.017  0.26
H -20.493 0.911 -17.275  0.46
H -20.514 0.165 -15.696  0.34
H -22.109 -0.699 -17.462  0.36
H -22.794 -1.201 -15.216  0.12
H -24.230 -0.522 -16.022  0.28
H -25.029 -0.135 -13.620  0.35
H -24.405 1.205 -12.933  -0.10
H -23.507 -0.306 -12.784  0.21
H -23.252 1.985 -17.170  0.27
H -22.467 1.395 -18.422  0.29
C -22.523 -4.163 -15.888  -1.22
C -23.638 -4.527 -14.848  0.30
C -24.583 -3.437 -14.245  -0.20
O -25.653 -4.043 -13.532  -0.57
C -26.335 -3.120 -12.666  -0.47
N -24.569 -5.555 -15.367  -0.79
H -21.893 -3.344 -15.542  0.32
H -22.993 -3.831 -16.814  0.34
H -21.862 -5.017 -16.034  0.36
H -23.209 -5.035 -13.985  0.23
H -25.044 -2.777 -14.980  0.21
H -23.944 -2.796 -13.639  0.20
H -27.104 -3.697 -12.151  0.21
H -26.797 -2.392 -13.334  0.08
H -25.737 -2.665 -11.877  0.30
H -24.803 -5.186 -16.278  0.29
H -25.408 -5.336 -14.851  0.40
C -28.491 0.306 -3.569  -0.25
C -28.560 1.858 -3.193  -0.51
O -28.753 2.722 -4.256  -0.62
O -27.551 0.002 -4.579  -0.54
H -29.495 -0.050 -3.799  -0.03
H -28.231 -0.186 -2.632  0.48
H -27.608 2.022 -2.687  0.23
H -29.338 2.170 -2.496  0.42
H -27.968 3.273 -4.213  0.42
H -27.694 0.457 -5.412  0.37
C -26.678 0.859 -10.814  0.22
C -27.742 0.896 -9.703  0.96
O -27.220 1.551 -8.584  -0.44
O -26.920 -0.172 -11.729  0.00
H -25.699 0.727 -10.352  0.53
H -26.663 1.840 -11.290  -0.53
H -27.988 -0.131 -9.430  -0.06
H -28.727 1.269 -9.983  -0.49
H -27.884 1.614 -7.894  0.08
H -27.507 0.213 -12.383  -0.09
C -25.463 5.394 -10.638  0.12
C -26.185 5.135 -11.972  0.51
O -25.847 3.932 -12.640  -0.34
O -24.136 5.900 -10.742  -0.70
H -25.373 4.493 -10.031  -0.08
H -25.915 6.122 -9.964  0.37
H -26.125 5.957 -12.684  0.46
H -27.245 5.109 -11.720  -0.60
H -26.631 3.380 -12.692  0.11
H -23.546 5.146 -10.672  0.30
O -28.685 -0.164 -13.810  -0.38
H -29.641 -0.142 -13.853  0.21
H -28.436 -0.895 -14.376  0.15
O -29.109 1.647 -6.747  0.01
H -29.449 0.805 -6.448  -0.05
H -29.216 2.230 -5.996  0.20
O -28.191 2.701 -13.233  -0.50
H -28.330 1.826 -13.596  0.08
H -28.957 3.202 -13.515  0.25

(2)
The following is a quantum chemistry calculation of a molecular structure, C38H21N8Pt, from the Open Molecules 2025 dataset.

Output
Multiplicity ... 3
Expectation value of S² ... 2.0895
Gap between HOMO and LUMO (spin up / spin down) ... 4.43 / 4.80 eV
Net charge ... -1
LUMO level (spin up / spin down) ... 1.7 / 1.4 eV

Last column: Löwdin spin population.
CARTESIAN COORDINATES (ANGSTROEM)
Pt -0.264 -0.125 0.324  0.37
C 0.813 -5.219 3.889  0.00
C -0.573 -5.378 3.838  0.00
C -1.400 -4.348 3.425  0.00
C -0.824 -3.152 3.017  -0.01
C -1.340 -1.973 2.350  0.01
N -0.274 -1.180 2.016  0.08
C 0.888 -1.704 2.500  0.01
N 2.066 -1.111 2.504  0.07
C 2.348 -0.087 1.699  0.11
C 3.458 0.823 1.811  0.05
C 4.354 1.125 2.834  0.01
C 5.180 2.223 2.686  0.02
C 5.159 3.003 1.524  0.03
C 4.309 2.696 0.482  0.01
C 3.448 1.614 0.629  0.05
C 2.340 1.162 -0.163  0.10
N 2.054 1.574 -1.393  0.06
C 0.873 1.391 -1.944  -0.01
N -0.263 0.980 -1.311  0.09
C -1.363 1.198 -2.096  -0.02
N -2.623 1.089 -1.731  0.07
C -3.011 0.556 -0.573  0.08
N -2.231 -0.155 0.296  0.03
C -2.994 -0.744 1.263  0.10
N -2.604 -1.692 2.120  0.06
C -4.339 -0.263 1.112  0.04
C -5.467 -0.366 1.920  0.01
C -6.578 0.384 1.594  0.02
C -6.605 1.163 0.432  0.02
C -5.515 1.231 -0.413  0.01
C -4.354 0.554 -0.054  0.04
C -0.891 1.674 -3.381  -0.01
C -1.532 1.955 -4.578  0.00
C -0.759 2.305 -5.670  -0.01
C 0.630 2.397 -5.578  -0.01
C 1.281 2.148 -4.383  0.00
C 0.517 1.778 -3.288  -0.01
N 1.679 0.199 0.545  0.03
C 0.581 -2.987 3.094  -0.01
C 1.397 -4.015 3.543  0.00
H 1.430 -6.060 4.179  0.00
H -1.002 -6.332 4.121  0.00
H -2.472 -4.478 3.398  0.00
H 4.373 0.538 3.742  0.00
H 5.845 2.510 3.491  0.00
H 5.794 3.879 1.468  0.00
H 4.264 3.302 -0.408  0.00
H -5.457 -1.005 2.792  0.00
H -7.443 0.378 2.242  0.00
H -7.496 1.737 0.209  0.00
H -5.548 1.821 -1.319  0.00
H -2.607 1.883 -4.649  0.00
H -1.239 2.519 -6.615  0.00
H 1.200 2.666 -6.457  0.00
H 2.355 2.212 -4.299  0.00
H 2.467 -3.872 3.581  0.00
C 0.079 -4.945 -0.345  -0.01
C 1.242 -4.195 -0.365  0.01
C 1.181 -2.815 -0.490  0.05
C -0.045 -2.183 -0.607  0.38
C -1.206 -2.939 -0.642  0.04
C -1.142 -4.317 -0.503  0.01
H 0.125 -6.019 -0.218  0.00
H 2.204 -4.678 -0.269  0.00
H 2.102 -2.249 -0.514  0.01
H -2.171 -2.475 -0.795  0.00
H -2.059 -4.888 -0.508  0.00